No. 1
Molecular formula: C3H3O2Zn
Method: DFT, wB97M-V/def2-TZVPD

Properties
Electronic energy ... -2045.78015 Ha
M ... 136.45 g/mol
Total charge ... 0
Multiplicity ... 2
Energy relative to the best compared isomer or geometry (same formula, charge and spin) ... 0.0 kJ/mol
HOMO level (spin up / spin down) ... -6.132 / -9.498 eV
Strongest force on any atom ... 1.35 eV/A

Geometry as XYZ:
```
9
Properties=species:S:1:pos:R:3:forces:R:3
O -0.7374 -1.0812 0.2667 0.5 0.0 0.2
O -0.6796 1.1497 0.2511 0.6 0.0 -0.1
C -2.0073 -0.6000 0.0993 -0.2 0.4 0.0
C -1.9682 0.7322 0.0566 -0.3 -0.4 0.2
C 0.1344 0.0131 0.3384 -1.3 -0.1 -0.1
H -2.8290 -1.3079 0.0784 0.3 0.2 -0.1
H 3.6421 0.0638 0.0831 -1.3 -0.2 0.4
Zn 2.0314 -0.0379 0.3704 1.2 0.3 -0.5
H -2.7439 1.4828 -0.0516 0.3 -0.2 0.1
```
Positions in Å, forces in eV/Å.

No. 2
Molecular formula: C29H60BrN11O8P
Method: DFT, wB97M-V/def2-TZVPD

Properties
Electronic energy ... -5260.36946 Ha
M ... 801.75 g/mol
Total charge ... +1
HOMO level ... -10.114 eV
Strongest force on any atom ... 1.94 eV/A

Geometry as XYZ:
```
110
Properties=species:S:1:pos:R:3:forces:R:3
N -4.3908 1.1352 -3.8096 -0.5 0.3 -0.8
C -3.0970 1.3651 -3.4689 0.0 -0.1 0.6
N -2.7481 2.4314 -2.7117 0.7 -0.4 -1.3
C -1.2786 2.4784 -2.6114 1.4 -0.9 -0.9
C -0.6459 3.5303 -3.5002 -0.8 -0.1 0.7
C -0.9202 3.5752 -4.8563 -0.1 -0.2 0.4
C -0.2894 4.5264 -5.6188 -0.2 0.1 -1.2
N 0.5784 5.4191 -5.1498 -0.2 -0.1 0.1
C 0.7911 5.3692 -3.8475 0.8 0.6 0.4
C 0.2157 4.4624 -2.9799 -0.1 -0.2 0.3
C -0.8603 1.0749 -3.1806 0.7 0.4 0.6
P -0.1224 -0.1954 -2.0011 -0.3 -1.9 -0.2
O -0.5134 0.2604 -0.4670 0.0 0.7 -0.8
Br 2.0684 0.1287 -2.1042 -0.7 0.7 0.0
N -2.0827 0.5455 -3.8278 0.8 1.2 0.5
H -4.8065 1.4974 -4.6520 0.1 0.1 0.0
H -4.9880 0.5628 -3.2361 0.2 -0.1 0.1
H -3.0891 3.2176 -3.2828 -0.7 0.5 1.2
H -0.8699 2.5097 -1.6053 -0.6 0.4 0.3
H -1.5911 2.8749 -5.3394 -0.1 0.0 -0.1
H -0.4909 4.5334 -6.6865 0.1 0.2 0.0
H 1.4926 6.0862 -3.4348 0.0 0.1 -0.1
H 0.4370 4.4809 -1.9230 0.1 0.1 0.1
H -0.0746 1.1544 -3.9306 0.0 0.2 -0.1
H -1.4079 -0.0796 -0.3199 0.1 -0.1 0.4
H -1.9199 0.6579 -4.8302 -0.8 -1.3 -0.2
C -2.9004 3.0421 3.1872 -0.1 0.1 0.0
O -3.7167 2.8783 4.0706 0.0 -0.1 0.0
N -1.8199 2.2665 2.9774 0.0 0.0 -0.2
C -0.8928 2.5222 1.8965 -0.1 -0.2 0.3
C -1.5760 1.1322 3.8675 -0.2 0.4 -0.2
H -2.9864 3.8698 2.4580 0.0 0.0 0.0
H -0.8562 1.6559 1.2362 0.2 0.1 0.0
H 0.1048 2.7033 2.3033 0.1 0.0 -0.2
H -1.2068 3.3955 1.3240 0.0 0.0 0.1
H -2.4204 0.4471 3.8316 0.0 -0.1 0.1
H -1.4677 1.4850 4.8887 0.0 -0.1 0.0
H -0.6728 0.6118 3.5667 0.0 0.0 0.0
C 0.3568 4.3934 -9.5958 0.0 0.2 -0.1
O -0.5052 4.3051 -8.7312 0.0 -0.2 0.0
N 1.5598 3.8066 -9.5503 0.0 0.1 -0.1
C 2.5346 3.9568 -10.6209 0.1 -0.2 0.2
C 1.9035 2.9945 -8.3967 -0.2 0.1 0.0
H 0.2002 4.9854 -10.5104 0.0 0.0 0.0
H 2.7758 2.9771 -11.0376 0.0 0.0 -0.1
H 3.4436 4.4143 -10.2276 0.0 0.0 -0.1
H 2.1330 4.5884 -11.4101 -0.1 0.0 0.0
H 1.1914 2.1720 -8.2996 0.1 0.0 0.0
H 1.8550 3.6008 -7.4908 0.1 -0.1 0.0
H 2.9063 2.5943 -8.5136 0.0 0.0 -0.1
C -0.9213 -1.6271 6.5620 0.0 0.0 -0.1
O -1.0343 -0.8635 5.6117 0.1 -0.2 0.1
N -1.0439 -1.2704 7.8432 0.0 -0.2 0.0
C -0.8983 -2.2226 8.9345 -0.2 0.4 0.1
C -1.3323 0.1195 8.1535 0.0 0.0 -0.2
H -0.7031 -2.7000 6.4289 0.0 0.0 0.0
H -1.8261 -2.2552 9.5096 0.0 -0.2 0.0
H -0.0811 -1.9053 9.5786 -0.2 -0.1 0.0
H -0.6874 -3.2184 8.5510 -0.1 0.0 -0.1
H -2.2742 0.4152 7.6887 0.0 0.1 0.0
H -0.5409 0.7581 7.7593 0.0 0.1 0.0
H -1.4000 0.2481 9.2301 0.0 -0.1 0.0
C 5.2551 -0.8586 -1.3077 0.0 -0.1 0.0
O 5.6920 -0.2016 -2.2339 0.0 0.1 0.0
N 5.9708 -1.2881 -0.2555 0.0 -0.1 0.1
C 5.3792 -2.0673 0.8146 0.2 0.1 -0.1
C 7.3863 -0.9570 -0.1939 -0.1 0.1 -0.2
H 4.1965 -1.1629 -1.2645 0.1 -0.1 0.1
H 5.4894 -1.5386 1.7633 -0.1 -0.1 0.0
H 5.8777 -3.0356 0.8878 -0.1 0.0 0.1
H 4.3204 -2.2296 0.6223 0.0 0.0 0.0
H 7.5128 0.1258 -0.1962 0.1 0.0 0.0
H 7.8987 -1.3626 -1.0663 0.1 0.0 0.0
H 7.8222 -1.3727 0.7106 -0.1 0.0 0.0
C 2.1528 -3.1843 9.2017 0.1 0.1 -0.1
O 1.9391 -2.2168 9.9087 0.3 -0.1 0.2
N 2.6714 -4.3484 9.6231 0.0 -0.1 -0.1
C 2.8989 -5.4629 8.7243 0.0 0.0 0.3
C 3.0131 -4.4904 11.0297 -0.1 0.2 -0.1
H 1.9275 -3.1763 8.1209 0.0 0.0 0.0
H 2.3222 -6.3287 9.0543 0.0 0.0 -0.1
H 3.9592 -5.7231 8.7174 0.0 -0.1 -0.1
H 2.5931 -5.2005 7.7137 0.0 0.0 0.0
H 2.1240 -4.3408 11.6424 0.0 0.0 0.1
H 3.7509 -3.7377 11.3083 0.0 0.0 0.1
H 3.4179 -5.4825 11.2115 0.0 0.0 -0.1
C -3.5340 -5.3596 8.0850 0.1 -0.1 -0.1
O -2.4632 -5.2272 8.6477 0.0 0.1 0.0
N -4.7195 -4.9857 8.5971 -0.1 0.0 -0.1
C -5.9648 -5.1701 7.8780 0.1 0.1 0.2
C -4.7470 -4.3767 9.9172 0.2 -0.1 -0.1
H -3.6175 -5.8106 7.0816 0.0 0.0 0.0
H -6.4471 -4.2040 7.7175 -0.1 0.0 -0.1
H -6.6351 -5.8102 8.4546 -0.1 0.0 -0.1
H -5.7773 -5.6353 6.9126 0.0 0.0 0.0
H -4.1427 -3.4691 9.9182 0.0 0.0 0.1
H -4.3291 -5.0660 10.6512 0.0 0.1 0.1
H -5.7706 -4.1323 10.1885 0.0 0.0 -0.1
C 1.0152 0.6279 -12.8152 0.1 0.0 -0.1
O 2.0544 0.7830 -12.2007 0.0 0.1 0.1
N -0.2113 0.7335 -12.2707 -0.1 0.0 -0.1
C -1.4258 0.5495 -13.0416 0.1 0.1 0.3
C -0.2996 1.0459 -10.8565 0.2 -0.1 -0.1
H 0.9979 0.3888 -13.8909 0.0 0.0 0.0
H -2.0274 1.4599 -13.0097 -0.1 0.0 -0.1
H -2.0077 -0.2758 -12.6264 -0.1 0.0 -0.1
H -1.1839 0.3233 -14.0775 0.0 0.0 0.0
H 0.1960 1.9970 -10.6674 0.0 0.0 0.1
H 0.2118 0.2704 -10.2828 0.0 0.1 0.1
H -1.3396 1.1058 -10.5456 0.0 0.0 -0.1
```
Positions in Å, forces in eV/Å.

No. 3
Molecular formula: C7H10N2O3Sn
Method: DFT, wB97M-V/def2-TZVPD

Properties
Electronic energy ... -821.61549 Ha
M ... 288.88 g/mol
Total charge ... +2
Energy relative to the best compared isomer or geometry (same formula, charge and spin) ... 0.0 kJ/mol
HOMO level ... -14.321 eV
Strongest force on any atom ... 2.40 eV/A

Geometry as XYZ:
```
23
Properties=species:S:1:pos:R:3:forces:R:3
Sn 13.8201 -11.5962 -14.8117 -1.9 -0.8 1.0
C 14.5728 -16.7631 -12.2417 -0.3 -1.3 0.3
C 15.0427 -15.4800 -12.3836 0.2 0.5 0.7
C 14.1848 -14.4174 -12.0941 -0.9 -0.5 -1.0
C 12.8664 -14.6614 -11.7515 -0.3 -0.3 0.2
C 12.4020 -15.9577 -11.6237 0.0 0.0 -0.3
C 13.2493 -17.0470 -11.8674 -0.7 1.6 0.4
O 12.8790 -18.2889 -11.5974 1.0 -1.3 -0.3
O 14.4763 -13.0844 -12.4580 0.4 1.0 -0.4
H 15.1899 -17.6470 -12.3506 0.3 0.3 -0.1
H 16.1034 -15.3109 -12.5248 0.0 0.0 -0.4
H 12.1525 -13.8818 -11.5139 0.3 0.3 -0.2
H 11.3624 -16.0911 -11.3530 0.1 -0.2 0.2
H 11.9745 -18.5921 -11.7142 -0.2 0.7 0.0
H 15.2316 -12.7655 -11.9433 0.0 0.1 -0.1
C 9.9852 -12.1083 -14.4408 -1.4 -0.4 -0.1
O 11.0838 -11.6530 -14.8719 2.4 0.1 0.2
N 9.3077 -11.5339 -13.4314 1.3 0.0 -0.6
N 9.3705 -13.1268 -15.0700 0.7 0.3 0.4
H 8.4466 -11.9192 -13.0884 -0.1 0.2 0.2
H 9.7622 -10.7338 -13.0266 -0.5 0.1 0.3
H 9.9091 -13.6622 -15.7277 -0.2 -0.1 -0.2
H 8.4893 -13.4744 -14.7334 0.0 -0.2 -0.2
```
Positions in Å, forces in eV/Å.

Question: Which value of M does entry 2 give?
Answer: 801.75 g/mol

Question: What is the strongest force on any atom in the second record?
Answer: 1.94 eV/A